ORCA calculation (wB97M-V/def2-TZVPD) on a structure of composition C19H19ClN6O8RuS3.

Orbital gap (alpha / beta) = 7.579 / 7.477 eV
Electronic energy = -92945.2369 eV
Lowest unoccupied orbital energy (alpha / beta) = 2.136 / 2.053 eV
2S+1 = 2
Charge = -1
<S²> = 0.755

XYZ file:
```
57
Properties=species:S:1:pos:R:3:lowdin_charge:R:1
Ru 0.95225 -0.15622 0.76658 1.26
N 4.71528 -1.37574 -0.95449 0.06
C 3.49594 -0.86876 -0.60447 -0.84
S 2.40726 -1.90994 0.23150 0.74
N 3.25946 0.35437 -0.98535 0.00
N 1.99810 0.78813 -0.68872 -0.14
C 1.61814 1.85136 -1.29947 -0.07
C 0.25845 2.38335 -1.22316 -0.28
C -0.02535 3.65204 -1.71887 -0.03
C -1.32962 4.11226 -1.64687 -0.08
C -2.30014 3.29004 -1.09872 -0.05
C -1.92838 2.02816 -0.64118 -0.10
N -0.68030 1.59318 -0.70154 0.10
H 5.04570 -2.15705 -0.41601 0.07
H 5.40194 -0.70384 -1.25390 0.09
H 2.33883 2.31892 -1.96306 0.12
H 0.76366 4.26092 -2.14257 0.11
H -1.58384 5.09754 -2.01753 0.10
H -3.33227 3.60741 -1.03486 0.10
H -2.64186 1.32612 -0.22714 0.10
O -1.79563 -2.24095 -2.14687 -0.33
S -1.66682 -1.75382 -0.79128 0.49
O -2.71546 -0.85741 -0.36428 -0.32
O -0.28580 -1.23460 -0.60077 -0.52
C -1.82191 -3.23193 0.23919 -0.20
C -2.30842 -4.35007 -0.43390 -0.07
C -2.58134 -5.53009 0.23780 -0.09
C -2.37972 -5.60709 1.60581 -0.09
C -1.88968 -4.50560 2.28521 -0.07
C -1.59943 -3.31914 1.61793 -0.21
S -0.83179 -2.05792 2.64071 0.45
O -1.35448 -2.25933 3.97192 -0.32
O 0.59940 -2.28639 2.48822 -0.40
O -1.20298 -0.78247 2.02608 -0.41
H -2.47139 -4.26734 -1.49823 0.10
H -2.95786 -6.38422 -0.31177 0.10
H -2.59951 -6.52041 2.14518 0.10
H -1.72249 -4.53669 3.35328 0.11
Cl 4.23001 1.19884 5.30763 0.53
C 4.00631 0.50447 3.68232 -0.49
C 2.53668 0.46716 3.22593 -0.69
O 1.61859 0.47662 4.01333 0.05
O 2.51179 0.41257 1.93026 -0.26
H 4.37183 -0.52015 3.70678 0.08
H 4.60208 1.08055 2.98158 0.07
C -1.41804 3.28739 4.51385 -0.01
N -0.58984 2.94218 3.37744 -0.11
C 0.49145 3.64589 2.90493 -0.05
C 1.02908 2.88539 1.91650 -0.13
N 0.29364 1.73574 1.78048 -0.04
C -0.66930 1.79779 2.67521 -0.13
H -1.23487 4.32576 4.78058 0.08
H -1.17729 2.65172 5.36508 0.10
H -2.47022 3.16914 4.26124 0.09
H 0.78235 4.59447 3.32029 0.11
H 1.90190 3.07036 1.31431 0.11
H -1.38471 1.01482 2.85696 0.12
```

ORCA calculation (wB97M-V/def2-TZVPD) on a structure of composition C23H43O8PPtSSi in a non-equilibrium geometry.

Orbital gap (alpha / beta) = 8.121 / 6.217 eV
Electronic energy = -72182.8479 eV
Lowest unoccupied orbital energy (alpha / beta) = 0.400 / -1.467 eV
2S+1 = 3
Charge = 0
<S²> = 2.011

XYZ file:
```
78
Properties=species:S:1:pos:R:3:lowdin_charge:R:1
Pt -1.89658 -0.49951 -0.16489 0.76
C -1.94058 0.27679 4.19531 0.00
C -2.28428 0.71639 2.78801 -0.39
O -2.80368 -0.10071 2.02161 -0.08
C -2.01768 2.09899 2.41891 -0.13
C -2.25428 3.11769 3.34721 -0.04
C -2.14918 4.44519 3.00821 -0.10
C -1.75168 4.79279 1.71751 -0.08
C -1.45198 3.82299 0.80131 -0.02
C -1.56118 2.43499 1.10021 -0.42
O -1.14178 1.59999 0.23211 -0.20
H -1.71928 -0.78861 4.18421 0.09
H -2.80728 0.42919 4.83901 0.09
H -1.09798 0.82899 4.60451 0.08
H -2.57498 2.84899 4.34231 0.11
H -2.38178 5.21539 3.72501 0.09
H -1.66558 5.83279 1.43841 0.10
H -1.09688 4.07299 -0.18569 0.12
C 1.81922 1.33499 -2.44069 -0.03
C 2.07302 -0.04651 -3.03449 -0.63
C 3.41382 -0.03831 -3.77989 -0.03
C 0.92682 -0.46501 -3.95839 -0.02
O 2.19852 -1.03451 -2.01609 -0.14
Si 1.75982 -1.15351 -0.46669 -0.12
S -0.21708 -2.00531 -0.35319 0.30
O 1.82512 0.27199 0.26301 -0.14
C 2.31112 0.77599 1.49091 -0.63
C 1.54072 0.12929 2.63751 0.00
C 2.05652 2.28349 1.46081 0.00
C 3.80842 0.48789 1.57991 -0.02
O 2.68992 -2.22501 0.30191 -0.15
C 3.27312 -3.45441 -0.10439 -0.64
C 4.58742 -3.12131 -0.81019 -0.01
C 3.49372 -4.26881 1.17401 -0.02
C 2.34652 -4.21331 -1.04929 -0.05
H 1.78642 2.08569 -3.22819 0.09
H 2.62232 1.57599 -1.74969 0.08
H 0.88592 1.34309 -1.88329 0.08
H 3.41592 0.71489 -4.56409 0.08
H 3.60792 -1.01201 -4.22259 0.08
H 4.21052 0.18489 -3.07399 0.09
H 0.81992 0.23539 -4.78439 0.09
H -0.00238 -0.49801 -3.39119 0.07
H 1.12122 -1.45891 -4.35679 0.09
H 0.47712 0.28259 2.47111 0.07
H 1.82582 0.56929 3.59031 0.09
H 1.73372 -0.93971 2.65541 0.09
H 1.00342 2.46479 1.28331 0.06
H 2.62172 2.73819 0.65281 0.09
H 2.35032 2.74119 2.40221 0.09
H 3.96962 -0.58311 1.64341 0.07
H 4.25172 0.97879 2.44101 0.09
H 4.28942 0.85259 0.67541 0.09
H 5.22152 -2.53041 -0.15449 0.09
H 4.35872 -2.52951 -1.69219 0.07
H 5.11492 -4.02411 -1.10639 0.09
H 4.07842 -3.69871 1.89131 0.08
H 4.00832 -5.20081 0.95371 0.09
H 2.52812 -4.49471 1.62181 0.09
H 2.19332 -3.62921 -1.95219 0.08
H 1.38192 -4.35931 -0.57189 0.06
H 2.77412 -5.17871 -1.30869 0.09
C -4.91038 -2.10591 0.07181 -0.14
O -5.18848 -0.82961 -0.48329 -0.31
P -3.94128 -0.00871 -1.14699 0.61
O -4.68508 1.40499 -1.34679 -0.29
C -4.80588 2.32089 -0.26769 -0.09
O -3.94248 -0.50621 -2.66619 -0.31
C -5.13368 -0.43321 -3.44139 -0.11
H -5.81908 -2.43261 0.58031 0.09
H -4.08498 -2.03881 0.78731 0.05
H -4.65048 -2.82411 -0.70849 0.09
H -4.56908 3.31489 -0.64889 0.10
H -4.11608 2.07429 0.54131 0.06
H -5.83078 2.29629 0.10671 0.09
H -5.09418 -1.25531 -4.15409 0.09
H -5.17528 0.51819 -3.96949 0.09
H -6.01298 -0.52851 -2.80419 0.08
```

ORCA calculation (wB97M-V/def2-TZVPD) on a cluster of 2 separate species, C3H6ClOP in total in a non-equilibrium geometry.

Orbital gap = 8.959 eV
Electronic energy = -27066.2270 eV
Lowest unoccupied orbital energy = -1.088 eV
SMILES string = O=PCl.C=CC
Charge = 0

XYZ file:
```
12
Properties=species:S:1:pos:R:3:lowdin_charge:R:1
O -0.63059 -0.39723 -3.10320 -0.53
P -1.58452 -0.22953 -2.00049 0.45
Cl -2.33257 1.64388 -2.16597 0.17
C 1.30477 0.53986 -0.09873 -0.02
C 0.92178 0.12999 1.08708 -0.26
C -0.24634 -0.78089 1.35327 -0.10
H 2.27414 1.17841 -0.01061 0.10
H 0.68835 0.23168 -1.03829 0.03
H 1.34417 0.51307 1.91786 0.05
H 0.09991 -1.72993 1.67485 0.06
H -0.82031 -0.69493 0.38626 -0.01
H -1.01879 -0.40437 1.99797 0.07
```

ORCA calculation (wB97M-V/def2-TZVPD) on a structure of composition C43H46Ge3IV.

Orbital gap (alpha / beta) = 4.624 / 4.673 eV
Electronic energy = -248673.5366 eV
Lowest unoccupied orbital energy (alpha / beta) = 4.419 / 4.418 eV
Charge = -2

XYZ file:
```
94
Properties=species:S:1:pos:R:3:lowdin_charge:R:1
V 0.24870 0.22929 0.41265 -0.04
C 2.08578 3.37277 -0.62243 -0.04
C 1.75346 2.30059 0.37618 -0.31
C 0.87490 2.48286 1.41658 -0.10
C 0.57064 1.43115 2.35704 -0.41
C -0.40190 1.63455 3.48183 -0.12
C 1.40408 0.29556 2.32507 -0.11
C 2.31374 0.08204 1.29169 -0.37
C 3.10733 -1.19742 1.21387 -0.05
C 2.39273 1.00686 0.22597 -0.13
H 1.75573 3.10418 -1.62563 0.05
H 3.16834 3.52318 -0.66826 0.08
H 1.61311 4.31856 -0.35208 0.08
H 0.32456 3.41500 1.49941 0.11
H -1.29200 1.02149 3.36210 0.00
H -0.74226 2.67192 3.51084 0.06
H 0.05358 1.40360 4.44924 0.07
H 1.27364 -0.46546 3.09006 0.12
H 2.56520 -1.94356 0.63412 0.06
H 3.27654 -1.60073 2.21562 0.07
H 4.07748 -1.02198 0.74143 0.07
H 3.08259 0.84246 -0.58376 0.09
C 1.69089 -3.00514 -2.66186 -0.27
Ge 1.66374 -1.14602 -3.31550 0.68
C 3.56224 -0.61717 -3.06841 -0.27
C 1.52832 -1.31369 -5.29970 -0.26
Ge 0.00536 0.22082 -2.09553 0.79
C 0.14988 1.95334 -3.14737 -0.34
C -0.64009 3.03327 -2.73086 -0.15
C -0.55212 4.28129 -3.32892 -0.11
C 0.34634 4.49926 -4.36533 -0.13
C 1.14434 3.45076 -4.79388 -0.12
C 1.03692 2.20118 -4.19406 -0.14
C -1.66158 -0.49611 -2.97024 -0.32
C -1.69995 -1.68454 -3.69591 -0.14
C -2.85117 -2.12571 -4.33401 -0.12
C -4.01804 -1.38462 -4.25328 -0.14
C -4.01768 -0.21154 -3.51267 -0.11
C -2.85935 0.21970 -2.88488 -0.14
H 2.61579 -3.50266 -2.96454 0.01
H 0.84394 -3.58956 -3.02003 0.00
H 1.63948 -2.95776 -1.57666 -0.03
H 4.17780 -1.20225 -3.75621 0.00
H 3.88181 -0.84522 -2.05554 -0.01
H 3.73960 0.44229 -3.25556 0.00
H 2.30812 -2.00060 -5.63902 0.00
H 1.66839 -0.35720 -5.80027 -0.01
H 0.56026 -1.70480 -5.60416 -0.01
H -1.30771 2.90340 -1.88675 0.04
H -1.17666 5.09219 -2.96920 0.09
H 0.42874 5.47867 -4.82480 0.08
H 1.85710 3.60266 -5.59826 0.09
H 1.67594 1.40556 -4.55962 0.05
H -0.81098 -2.29774 -3.77562 0.05
H -2.83316 -3.06033 -4.88636 0.09
H -4.92421 -1.72908 -4.74001 0.08
H -4.92939 0.36595 -3.40602 0.09
H -2.89190 1.12294 -2.29158 0.02
I -2.36469 1.41884 0.63578 0.30
C -0.30460 -1.38129 0.42760 -0.41
Ge -1.57150 -2.59026 1.10091 0.84
C -1.65108 -2.30904 3.06873 -0.24
C -0.70832 -2.98336 3.84874 -0.12
C -0.58130 -2.75024 5.20979 -0.11
C -1.40672 -1.82767 5.83449 -0.12
C -2.34376 -1.13940 5.07979 -0.11
C -2.45815 -1.37563 3.71610 -0.12
C -1.06244 -4.50400 0.98623 -0.29
C -1.85324 -5.48650 1.58532 -0.12
C -1.51556 -6.82883 1.52078 -0.11
C -0.36985 -7.22210 0.84186 -0.13
C 0.42712 -6.26195 0.23716 -0.10
C 0.07953 -4.91773 0.31559 -0.10
C -3.35839 -2.60209 0.25882 -0.25
C -4.44060 -1.80799 0.63020 -0.13
C -5.66362 -1.90389 -0.01887 -0.10
C -5.82929 -2.78527 -1.07518 -0.12
C -4.75605 -3.55916 -1.48521 -0.11
C -3.54419 -3.46890 -0.81872 -0.11
H -0.05021 -3.71040 3.38200 0.09
H 0.16727 -3.28825 5.78222 0.09
H -1.30921 -1.63467 6.89756 0.09
H -2.97476 -0.39033 5.54518 0.10
H -3.15570 -0.77090 3.15615 0.06
H -2.75663 -5.19695 2.11400 0.10
H -2.14671 -7.57212 1.99582 0.09
H -0.10317 -8.27167 0.78416 0.08
H 1.32243 -6.55246 -0.30214 0.09
H 0.70533 -4.17644 -0.16098 0.07
H -4.34016 -1.07246 1.41052 0.04
H -6.48311 -1.26615 0.29106 0.09
H -6.77890 -2.84678 -1.59332 0.09
H -4.85467 -4.22404 -2.33779 0.09
H -2.72047 -4.08946 -1.15609 0.10
```

ORCA calculation (wB97M-V/def2-TZVPD) on a structure of composition C2H10ClMnNO2 in a non-equilibrium geometry.

Orbital gap (alpha / beta) = 6.056 / 5.304 eV
Electronic energy = -51634.1013 eV
Lowest unoccupied orbital energy (alpha / beta) = -10.329 / -11.075 eV
2S+1 = 6
Charge = +2
<S²> = 8.768

XYZ file:
```
17
Properties=species:S:1:pos:R:3:lowdin_charge:R:1
Mn 0.90527 1.84681 -3.02308 1.11
N 2.40125 0.13009 0.23854 0.24
H 3.21716 -0.32397 -0.14645 0.16
H 1.98593 0.79237 -0.40099 -0.22
H 2.77573 0.62409 1.03593 0.17
H 1.79254 -0.62206 0.52809 0.15
Cl 1.01716 1.08994 -1.32504 0.92
C -2.07892 -0.67321 0.67422 -0.22
C -1.15597 -0.20104 -0.36060 -0.24
O -0.43936 0.95254 0.06970 -0.16
O -1.42847 -1.36035 1.74822 -0.02
H -2.66641 -1.41025 0.12673 0.14
H -2.78495 0.12690 0.89658 0.15
H -1.38399 0.17085 -1.35950 0.12
H -0.38676 -0.91861 -0.64610 0.11
H 0.25296 1.17495 -0.55705 -0.52
H -2.02318 -1.39901 2.50083 0.11
```